[1]
ORCA calculation (wB97M-V/def2-TZVPD) on a molecular structure, C11H44Fe2O23S3 at a distorted geometry.

The calculation puts the energy above the lowest of the compared OMol25 structures with the same formula, charge and spin at 0.0 kJ/mol. As for the spin multiplicity: 11. The value obtained for the highest occupied orbital energy (spin up / spin down) is -8.950 / -8.899 eV. Its expectation value of S² is 30.014. The total charge is 0.

Positions of all 83 atoms, in Å:
Fe (2.62, 0.06, 0.37)
Fe (0.01, -1.58, -3.04)
S (3.10, -1.52, -1.76)
S (-0.03, 0.06, -0.17)
S (-1.56, -2.39, -4.98)
O (2.14, 1.21, 2.12)
O (1.12, 0.98, -0.52)
O (1.87, 4.07, -0.92)
O (2.51, -1.51, 2.45)
O (3.31, -0.06, -1.53)
O (3.53, 2.00, -0.01)
O (-1.13, 0.71, 0.50)
O (-1.92, -1.48, -6.04)
O (-0.05, -2.38, -4.75)
O (4.23, -2.17, -2.34)
O (-0.39, -0.76, -1.33)
O (-1.86, -1.77, -3.62)
O (1.24, 0.52, 4.61)
O (2.90, -1.86, -0.31)
O (-2.41, -4.27, -0.58)
O (0.77, -0.77, 0.78)
O (-2.92, 0.43, 2.65)
O (-3.43, 0.70, -1.37)
O (1.86, -1.68, -2.54)
O (-0.30, -3.43, -2.06)
O (-2.04, -3.74, -5.12)
O (-2.26, 3.28, 0.71)
O (0.32, 0.36, -3.70)
C (-3.17, -0.93, 2.97)
C (4.88, 2.44, -0.06)
C (-3.13, -3.03, -0.48)
C (0.50, 4.01, -1.36)
C (-0.79, 1.18, -4.13)
C (3.31, -2.07, 3.49)
C (-1.83, 3.79, 1.94)
C (0.05, -0.24, 4.38)
C (0.66, -4.49, -2.01)
C (1.76, 2.59, 2.20)
C (-4.61, 0.31, -0.72)
H (-4.49, -0.61, -0.14)
H (5.06, 3.00, -0.98)
H (5.19, 3.00, 0.83)
H (3.59, -3.10, 3.25)
H (5.55, 1.58, -0.14)
H (-3.50, -2.73, -1.45)
H (-3.89, -1.35, 2.25)
H (-2.43, -2.27, -0.11)
H (-1.08, -3.75, -1.58)
H (3.00, 2.53, -0.64)
H (2.75, -2.09, 4.43)
H (-2.88, -4.93, -0.06)
H (-0.72, 1.41, -5.19)
H (1.53, -4.30, -2.63)
H (-1.43, 3.04, 2.63)
H (-3.94, -3.09, 0.25)
H (-2.64, 4.33, 2.42)
H (-3.58, -1.04, 3.97)
H (1.12, 0.80, -4.00)
H (-1.89, 2.40, 0.55)
H (-0.83, 2.13, -3.59)
H (0.27, 2.98, -1.62)
H (1.48, 0.41, 5.53)
H (0.17, -5.39, -2.39)
H (2.08, 4.96, -0.65)
H (-2.75, 0.84, -0.70)
H (1.01, -4.68, -0.99)
H (-5.02, 1.10, -0.07)
H (-1.02, 4.54, 1.81)
H (-5.39, 0.10, -1.46)
H (0.17, -1.25, 4.79)
H (-0.14, -0.30, 3.31)
H (-0.82, 0.23, 4.84)
H (-0.16, 4.30, -0.54)
H (-1.71, 0.64, -3.95)
H (-2.25, -1.52, 2.90)
H (1.92, 0.85, 2.99)
H (1.08, 2.84, 1.38)
H (2.60, 3.28, 2.14)
H (-2.27, 0.44, 1.94)
H (1.68, -1.99, 2.38)
H (4.18, -1.44, 3.61)
H (0.33, 4.72, -2.17)
H (1.24, 2.77, 3.13)

[2]
ORCA calculation (wB97M-V/def2-TZVPD) on a molecular structure, C11H44FeN22O15P at a distorted geometry.

The calculation puts the energy above the lowest of the compared OMol25 structures with the same formula, charge and spin at 0.0 kJ/mol. As for the spin multiplicity: 5. The value obtained for the highest occupied orbital energy (spin up / spin down) is -6.882 / -6.750 eV. Its expectation value of S² is 6.008. The total charge is -1.

Positions of all 94 atoms, in Å:
Fe (-17.89, 11.94, 19.03)
P (-19.75, 11.57, 20.88)
O (-17.76, 13.86, 25.91)
O (-19.43, 12.74, 19.90)
O (-18.40, 10.75, 20.54)
O (-19.07, 11.32, 17.48)
O (-18.90, 5.99, 18.78)
O (-24.42, 12.89, 23.68)
O (-16.24, 12.63, 20.15)
O (-17.65, 13.55, 17.71)
O (-25.08, 8.59, 20.39)
O (-22.09, 7.69, 23.91)
O (-19.95, 17.48, 21.22)
O (-15.41, 9.32, 23.70)
O (-24.33, 14.12, 18.10)
O (-21.00, 10.74, 20.37)
O (-19.90, 12.01, 22.34)
N (-20.15, 10.93, 15.55)
N (-18.86, 14.32, 24.02)
N (-23.09, 9.16, 19.42)
N (-19.14, 12.28, 24.87)
N (-23.90, 10.32, 21.21)
N (-22.36, 12.89, 24.65)
N (-19.18, 15.35, 20.91)
N (-16.63, 13.21, 22.31)
N (-18.15, 15.18, 16.22)
N (-15.81, 9.51, 21.45)
N (-20.97, 10.14, 17.54)
N (-21.36, 15.69, 21.04)
N (-17.46, 9.88, 22.92)
N (-22.52, 13.16, 19.07)
N (-17.34, 7.06, 20.01)
N (-19.65, 14.62, 17.82)
N (-19.22, 8.16, 19.37)
N (-15.41, 14.60, 21.01)
N (-21.68, 9.88, 23.77)
N (-24.55, 12.18, 19.24)
N (-21.07, 8.56, 22.02)
N (-22.52, 13.08, 22.42)
C (-18.43, 13.45, 24.95)
C (-16.15, 9.55, 22.75)
C (-21.55, 8.62, 23.29)
C (-24.06, 9.29, 20.36)
C (-16.03, 13.38, 21.09)
C (-20.03, 10.83, 16.88)
C (-20.14, 16.29, 21.00)
C (-18.55, 6.99, 19.40)
C (-23.80, 13.15, 18.70)
C (-23.19, 12.93, 23.59)
C (-18.46, 14.36, 17.23)
H (-19.20, 13.81, 23.22)
H (-18.08, 10.10, 22.13)
H (-23.02, 10.80, 21.26)
H (-14.97, 14.82, 20.14)
H (-20.99, 10.26, 18.55)
H (-17.00, 12.27, 22.34)
H (-19.86, 13.87, 18.48)
H (-22.75, 12.96, 25.57)
H (-16.50, 9.94, 20.85)
H (-18.34, 15.18, 23.90)
H (-22.07, 12.36, 19.50)
H (-18.22, 15.65, 20.87)
H (-23.04, 13.13, 21.56)
H (-19.34, 11.30, 15.08)
H (-22.30, 9.78, 19.63)
H (-21.98, 13.86, 18.60)
H (-25.45, 12.20, 18.78)
H (-21.48, 14.71, 20.89)
H (-16.27, 13.69, 23.12)
H (-24.21, 11.37, 19.76)
H (-23.01, 8.39, 18.79)
H (-19.47, 14.37, 20.80)
H (-21.96, 9.92, 24.73)
H (-24.56, 10.28, 21.97)
H (-15.15, 14.93, 21.92)
H (-17.76, 10.01, 23.87)
H (-21.06, 7.62, 21.65)
H (-20.82, 9.31, 21.34)
H (-17.04, 7.82, 20.59)
H (-19.06, 8.90, 20.03)
H (-21.11, 10.58, 23.34)
H (-14.83, 9.51, 21.22)
H (-17.28, 15.13, 15.72)
H (-18.85, 15.83, 15.90)
H (-20.25, 15.38, 17.57)
H (-21.36, 12.96, 24.61)
H (-16.79, 6.22, 20.00)
H (-21.52, 12.98, 22.31)
H (-20.01, 8.13, 18.74)
H (-19.40, 11.99, 23.91)
H (-21.71, 9.68, 17.03)
H (-18.94, 11.55, 25.54)
H (-22.14, 16.28, 21.28)
H (-20.84, 10.33, 15.13)